[1]
{"formula": "C2H4N2O2S", "method": "ωB97M-V with the def2-TZVPD basis set", "lumo_energy_ev": 0.57, "max_force_ev_per_a": 1.2, "smiles": "O=C1NOCSN1", "gap_ev": 9.49, "e_above_lowest_kcal_mol": 48.7, "elements": ["C", "C", "H", "H", "H", "H", "N", "N", "O", "O", "S"], "coordinates": [[-1.039, -0.484, -0.588], [1.030, 0.180, 1.267], [-0.587, -2.285, 0.193], [2.018, 0.220, 1.718], [0.215, 0.420, 2.006], [-1.063, 1.380, -1.256], [-0.472, -1.309, 0.403], [-0.562, 0.798, -0.641], [-2.013, -0.859, -1.199], [0.873, -1.130, 0.770], [0.990, 1.349, -0.103]], "atomic_forces_ev_per_a": [[0.3, -0.1, 0.5], [-0.7, 0.1, 0.5], [-0.1, -0.2, -0.1], [0.0, 0.1, 0.1], [0.8, -0.3, -0.7], [-0.6, 0.8, -0.7], [-0.4, 0.1, -0.3], [0.7, -0.6, 0.7], [0.0, 0.0, -0.1], [0.3, 0.3, 0.1], [-0.3, -0.3, 0.0]]}

---

[2]
{"formula": "C2H4N2O2S", "method": "ωB97M-V with the def2-TZVPD basis set", "lumo_energy_ev": 0.58, "max_force_ev_per_a": 4.4, "gap_ev": 9.57, "e_above_lowest_kcal_mol": 80.6, "elements": ["C", "C", "H", "H", "H", "H", "N", "N", "O", "O", "S"], "coordinates": [[-0.153, -0.822, -0.833], [0.141, 0.882, 2.011], [0.786, -1.466, -2.694], [0.884, 0.161, -2.254], [-1.575, 1.327, 0.638], [1.137, -0.105, 1.785], [0.593, -0.747, -1.939], [-0.692, 0.701, 0.833], [0.137, 0.430, -0.307], [-0.203, 1.646, 2.914], [-1.054, -2.008, -0.152]], "atomic_forces_ev_per_a": [[0.8, 0.2, -0.2], [-0.8, -0.7, -0.8], [-1.0, 0.8, 2.1], [0.0, 0.2, 0.4], [2.7, -1.3, 0.4], [-2.6, 3.3, 1.3], [0.8, -2.0, -3.2], [0.4, 1.5, 0.8], [-2.4, 0.3, 2.1], [1.7, -2.7, -2.2], [0.4, 0.4, -0.5]]}

---

[3]
{"formula": "C2H4N2O2S", "method": "ωB97M-V with the def2-TZVPD basis set", "lumo_energy_ev": -0.27, "max_force_ev_per_a": 2.7, "smiles": "C=C(SN)[N+](=O)[O-]", "gap_ev": 8.99, "e_above_lowest_kcal_mol": 119.4, "elements": ["C", "C", "N", "N", "O", "O", "S", "H", "H", "H", "H"], "coordinates": [[-1.580, -0.442, -1.193], [-0.613, -0.198, -0.327], [2.117, -0.170, 0.514], [-0.774, 0.689, 0.839], [-1.894, 0.730, 1.309], [0.179, 1.214, 1.352], [1.233, -0.816, -0.656], [-1.354, -0.910, -2.183], [-2.543, 0.115, -1.324], [2.431, -0.794, 1.252], [2.798, 0.582, 0.418]], "atomic_forces_ev_per_a": [[-0.5, 1.1, -2.0], [2.3, -0.1, -0.6], [2.2, -0.5, 1.5], [-1.1, -0.9, 0.6], [-0.5, 0.1, -0.2], [0.3, 0.7, -0.4], [-2.5, 0.4, -0.6], [0.2, -0.2, 1.3], [0.8, -0.7, 1.2], [-0.4, 0.1, -0.2], [-0.9, -0.1, -0.6]]}

---

The evaluated total energy for the records listed, in turn: -736.7273 -736.6765 -736.6147 hartree.